The following is a DFT calculation (ωB97M-V/def2-TZVPD) of C23H15CdN2O as an isolated structure.

Charge: +1
Maximum force (eV Å⁻¹): 1.0
Kohn-Sham gap (eV): 5.4
Energy relative to the best compared isomer or geometry (same formula, charge and spin) (kcal per mole): 23.30

Geometry as XYZ:
```
42
Properties=species:S:1:pos:R:3:forces:R:3
Cd -0.6615 -0.9370 1.6078 0.167 -0.956 -0.113
C 3.2903 1.5023 -0.1138 -0.247 -0.351 0.031
C 3.4794 2.9073 -0.1535 -0.165 0.379 -0.018
C 2.4132 3.7556 -0.1825 0.427 -0.052 0.023
C 1.0986 3.2285 -0.1730 -0.519 0.053 0.071
C 0.9126 1.8149 -0.1752 -0.325 0.221 -0.096
C 2.0418 0.9613 -0.1202 0.373 -0.181 -0.103
C -1.2927 3.3997 0.0137 -0.088 -0.181 -0.071
C -2.4922 4.1127 0.3233 -0.181 0.008 0.007
C -3.6618 3.4659 0.4869 0.060 0.042 -0.019
C -3.7575 2.0682 0.1978 0.375 -0.052 0.000
C -4.9670 1.3708 0.2591 -0.084 -0.148 -0.028
C -5.0347 0.0490 -0.1237 -0.163 0.150 0.067
C -3.9058 -0.5958 -0.6228 0.260 0.075 -0.014
C -2.6856 0.0525 -0.6616 -0.082 0.162 -0.227
C -2.6006 1.3785 -0.2126 -0.585 -0.398 -0.013
N -1.3598 2.0314 -0.1572 0.577 0.383 -0.053
H 4.1527 0.8513 -0.0670 0.009 0.012 0.009
H 4.4845 3.3060 -0.1368 0.000 0.002 -0.019
H 2.5506 4.8278 -0.1795 -0.005 -0.006 -0.015
H 1.8846 -0.1074 -0.0649 -0.013 0.006 -0.072
H -2.4099 5.1800 0.4593 0.023 0.003 0.036
H -4.5535 3.9954 0.7956 0.007 0.034 -0.028
H -5.8536 1.8918 0.5961 0.004 0.012 -0.004
H -5.9789 -0.4760 -0.0732 0.007 -0.005 -0.015
H -3.9809 -1.6086 -0.9931 0.018 -0.003 0.000
H -1.8348 -0.3971 -1.1508 0.077 -0.109 0.227
O -0.5015 1.9520 2.9538 -0.017 0.111 0.032
C -1.3437 1.1970 2.9576 -0.158 0.633 0.341
N -0.2965 1.2498 -0.2386 -0.054 0.216 -0.072
C -0.0496 4.0227 -0.0875 0.349 -0.167 -0.003
C 0.0524 5.5015 -0.0420 -0.048 0.141 0.180
C 0.0486 6.1487 1.1921 0.024 -0.070 -0.054
C 0.1526 7.5294 1.2493 -0.001 0.006 0.023
C 0.2550 8.2658 0.0773 0.057 0.014 -0.003
C 0.2617 7.6215 -1.1510 0.011 0.028 -0.024
C 0.1650 6.2393 -1.2150 -0.041 -0.067 -0.007
H -0.0251 5.5607 2.0998 -0.009 0.047 0.025
H 0.1579 8.0286 2.2090 -0.003 0.003 -0.006
H 0.3467 9.3426 0.1220 -0.035 0.000 0.000
H 0.3453 8.1943 -2.0648 0.005 0.003 0.006
H 0.1738 5.7355 -2.1740 -0.005 0.001 0.000
```
Positions in Å, forces in eV/Å.

Results of the Löwdin charge analysis, in e, for atoms 1 through 8: atom 1 (Cd): 0.7084, atom 2 (C): -0.0294, atom 3 (C): -0.0227, atom 4 (C): 0.0161, atom 5 (C): -0.0655, atom 6 (C): -0.2025, atom 7 (C): -0.0198, atom 8 (C): -0.0823

---

The following is a DFT calculation (ωB97M-V/def2-TZVPD) of an isolated ion of composition C23H15F6O5S3 and charge -1 in a non-equilibrium geometry.

Charge: -1
Structure (SMILES): COc1ccc([C@@H](Sc2cc(C(F)(F)F)cc(C(F)(F)F)c2)C2=[S@@](=O)([O-])c3ccccc3S2(=O)=O)cc1
Maximum force (eV Å⁻¹): 2.5
Kohn-Sham gap (eV): 6.9

Geometry as XYZ:
```
52
Properties=species:S:1:pos:R:3:forces:R:3
C -0.1454 4.7004 -3.7531 -0.395 -0.829 0.015
O -0.6925 3.3594 -3.7428 0.370 0.831 -0.294
C -0.3030 2.5174 -2.7476 0.257 -0.476 1.019
C 0.5787 2.8911 -1.7079 -0.402 -0.191 -0.584
C 0.8058 2.0057 -0.6555 0.010 -0.018 -0.229
C 0.1104 0.7984 -0.5748 0.468 -0.186 0.232
C 0.2229 -0.0906 0.6580 -1.061 0.078 0.289
C 0.1662 0.6327 1.9729 -0.255 0.405 0.876
S 0.2413 -0.2643 3.4755 -0.484 1.674 -1.743
O -0.4479 -1.5330 3.3304 0.454 -0.326 0.349
O 1.5666 -0.2008 4.0537 -0.302 -0.672 0.443
C -0.8222 0.8196 4.4484 0.018 0.105 0.116
C -1.1587 2.0013 3.8216 -0.133 0.118 -0.021
C -1.9817 2.9437 4.4321 0.217 -0.205 0.080
C -2.4835 2.6652 5.7018 0.060 0.027 -0.176
C -2.1546 1.4658 6.3396 0.075 -0.154 -0.005
C -1.3100 0.5419 5.7229 0.153 0.006 -0.166
S -0.5667 2.1944 2.1449 1.049 -1.873 0.310
O 0.4394 3.2414 2.1587 -0.716 0.569 -0.102
O -1.7415 2.3307 1.3070 0.097 0.621 -0.140
C -0.6529 0.3790 -1.6690 0.011 0.116 0.357
C -0.8573 1.2143 -2.7537 0.279 0.765 -0.144
H -0.6013 5.1641 -4.6318 0.168 0.000 0.196
H -0.4278 5.2586 -2.8452 0.103 -0.248 -0.255
H 0.9488 4.6770 -3.8594 -0.258 0.024 0.040
H 1.0608 3.8744 -1.7048 -0.186 -0.479 0.008
H 1.5322 2.2805 0.1101 -0.408 -0.083 -0.039
H -0.5900 -0.8370 0.6330 0.126 0.082 -0.275
H -2.2087 3.8675 3.9062 -0.063 -0.142 0.123
H -3.1408 3.3887 6.1832 0.140 -0.212 -0.042
H -2.5657 1.2368 7.3242 0.124 0.113 -0.254
H -1.0222 -0.3933 6.1991 -0.167 0.187 0.014
H -1.1058 -0.6155 -1.6326 0.014 0.351 -0.094
H -1.4595 0.8964 -3.6019 0.047 0.141 0.161
F -1.5386 -5.1338 -0.3491 0.586 -0.188 -0.866
C -0.7297 -5.2488 -1.4368 -0.383 -0.315 0.109
F -0.0674 -6.4465 -1.3302 -0.657 0.771 -0.103
F -1.5406 -5.3436 -2.5395 0.532 -0.107 0.845
C 0.2429 -4.1100 -1.5704 -0.256 0.012 -0.130
C 1.0407 -4.0880 -2.7080 0.238 0.137 -0.016
C 1.9696 -3.0628 -2.8551 -0.037 -0.154 -0.263
C 2.8571 -3.0490 -4.0707 0.224 0.144 -0.361
F 3.6656 -1.9500 -4.1031 -0.562 -0.951 -0.158
F 3.6727 -4.1525 -4.1071 -0.600 0.861 -0.169
F 2.1269 -3.0505 -5.2316 0.718 -0.088 0.786
C 2.1108 -2.0816 -1.8880 -0.278 -0.202 0.547
C 1.3485 -2.1516 -0.7120 -0.038 -0.527 -0.682
S 1.7489 -1.1047 0.6201 0.510 0.458 0.363
C 0.3598 -3.1403 -0.5847 0.469 0.095 -0.153
H 0.9442 -4.8612 -3.4647 0.021 0.098 0.098
H 2.8239 -1.2765 -2.0099 -0.025 -0.086 0.065
H -0.2687 -3.1606 0.2980 0.128 -0.077 0.025
```
Positions in Å, forces in eV/Å.

Results of the Löwdin charge analysis, in e, for atoms 1 through 8: atom 1 (C): -0.0755, atom 2 (O): -0.1041, atom 3 (C): -0.2761, atom 4 (C): -0.0033, atom 5 (C): -0.0442, atom 6 (C): -0.2593, atom 7 (C): -0.5535, atom 8 (C): -0.4947

---

The following is a DFT calculation (ωB97M-V/def2-TZVPD) of C23H15N2O6Os as an isolated structure in a non-equilibrium geometry.

Charge: -1
Maximum force (eV Å⁻¹): 5.2
Kohn-Sham gap (spin up / spin down) (eV): 5.9 / 6.3
Energy relative to the best compared isomer or geometry (same formula, charge and spin) (kcal per mole): 37.80
2S+1: 5

Geometry as XYZ:
```
47
Properties=species:S:1:pos:R:3:forces:R:3
Os 1.6479 -2.6674 -1.2968 -1.191 -0.359 -1.701
O -0.0799 -2.8978 -5.1627 -0.066 0.900 -0.714
C 0.5400 -2.9829 -4.1355 -1.357 -4.203 0.548
O 1.2813 -2.2188 -3.4996 1.915 2.314 1.610
C 0.4569 -4.4758 -3.3286 -0.359 2.505 -4.554
O 0.2283 -5.4439 -4.0067 -0.138 -0.882 0.830
O 0.6928 -4.3248 -2.1110 1.127 0.347 4.075
O 3.0291 -3.3902 0.2037 0.832 1.151 0.900
N 3.4609 -2.4747 1.0122 -0.304 0.112 -0.921
N 3.3439 -1.2643 0.5363 -0.732 -2.585 -1.233
O 2.8664 -1.0722 -0.6985 -0.222 -0.323 0.438
C 3.6073 -0.1624 1.3285 0.491 1.542 1.171
C 4.3099 -0.3106 2.5299 -0.195 -0.154 -0.417
C 4.5299 0.7947 3.3255 -0.014 0.119 0.097
C 4.0665 2.0474 2.9432 -0.008 -0.043 -0.082
C 3.3845 2.1901 1.7423 0.136 0.144 0.324
C 3.1557 1.0992 0.9317 -0.054 -0.697 -0.206
H 4.6589 -1.2907 2.8143 0.039 -0.019 0.070
H 5.0621 0.6736 4.2602 0.016 0.014 -0.009
H 4.2383 2.9044 3.5781 0.003 0.055 0.028
H 3.0137 3.1589 1.4421 -0.025 0.058 -0.035
H 2.6112 1.1885 0.0058 -0.047 0.007 -0.071
C 0.0704 -1.7833 -0.5456 0.243 -0.036 -0.285
C -0.8130 -0.9587 -0.3223 -0.144 -0.081 0.134
C -1.7974 0.0062 -0.1431 0.486 -0.496 -0.071
C -2.8333 0.1040 -1.1358 -0.487 0.029 -0.548
C -2.6638 -0.5249 -2.3840 0.128 0.090 0.180
C -3.6179 -0.4181 -3.3707 -0.141 0.002 -0.142
C -4.7841 0.3030 -3.1472 0.008 -0.069 -0.006
C -4.9938 0.8804 -1.9040 -0.228 0.075 -0.132
C -4.0429 0.7806 -0.9105 0.230 -0.049 0.179
C -1.6138 0.9183 0.9607 0.062 0.383 0.446
C -1.9792 2.2718 0.8915 0.012 -0.184 -0.175
C -1.6700 3.1393 1.9184 -0.005 0.205 0.154
C -1.0072 2.6889 3.0503 0.011 0.075 0.028
C -0.6463 1.3522 3.1367 0.050 0.107 0.135
C -0.9335 0.4829 2.1089 -0.107 0.040 -0.165
H -1.7566 -1.0831 -2.5667 0.051 -0.013 -0.066
H -3.4524 -0.8998 -4.3239 0.053 -0.033 -0.054
H -5.5273 0.3936 -3.9270 -0.048 0.005 -0.027
H -5.9180 1.4089 -1.7106 -0.043 0.035 0.047
H -4.2395 1.2020 0.0648 -0.017 0.071 0.036
H -2.4472 2.6498 -0.0068 -0.044 -0.005 -0.001
H -1.9321 4.1867 1.8323 -0.019 0.014 -0.022
H -0.7555 3.3765 3.8455 -0.017 0.032 0.066
H -0.1274 0.9912 4.0112 0.097 -0.056 0.116
H -0.6240 -0.5488 2.1633 0.023 -0.144 0.027
```
Positions in Å, forces in eV/Å.

Results of the Löwdin charge analysis, in e, for atoms 1 through 8: atom 1 (Os): 1.5871, atom 2 (O): 0.0521, atom 3 (C): -0.6360, atom 4 (O): -0.1345, atom 5 (C): -0.5968, atom 6 (O): 0.0662, atom 7 (O): -0.1722, atom 8 (O): -0.2613

---

The following is a DFT calculation (ωB97M-V/def2-TZVPD) of one molecule with the formula C23H15NO3 in a non-equilibrium geometry.

Charge: 0
Structure (SMILES): O=C1c2ccccc2C(=O)N1[C@@H]1C=C(c2ccccc2)Oc2ccccc21
Maximum force (eV Å⁻¹): 2.6
Kohn-Sham gap (eV): 7.9
Energy relative to the best compared isomer or geometry (same formula, charge and spin) (kcal per mole): 14.37

Geometry as XYZ:
```
42
Properties=species:S:1:pos:R:3:forces:R:3
C -6.0389 1.9449 0.3998 0.469 -0.596 0.004
C -4.8220 2.6331 0.4267 -0.471 0.191 -0.020
C -3.6367 1.9139 0.4293 -0.199 1.392 0.037
C -3.6279 0.5437 0.4188 -0.870 -0.892 -0.008
C -4.8238 -0.1343 0.4085 -0.200 -0.656 -0.015
C -6.0383 0.5508 0.3923 0.676 0.367 0.014
C -2.2333 0.0124 0.4389 0.955 -0.624 0.120
O -1.7756 -1.1331 0.4452 -1.281 1.894 -0.054
N -1.4608 1.1585 0.4703 2.059 -0.944 -0.271
C -2.2387 2.4259 0.4666 2.480 -0.792 0.126
O -1.7307 3.5347 0.5133 -1.170 -1.816 -0.138
H -6.9908 2.4496 0.3874 0.012 0.314 0.011
H -4.8482 3.7154 0.4451 0.294 -0.016 -0.011
H -4.7895 -1.2114 0.4164 -0.128 -0.218 -0.024
H -6.9653 0.0070 0.3768 -0.190 -0.133 0.001
C 3.9069 -2.3838 -4.2477 -0.446 0.427 0.664
C 2.9940 -1.3142 -4.3648 0.448 -0.515 0.247
C 2.4196 -0.7360 -3.2256 0.144 -0.085 0.130
C 2.6903 -1.1578 -1.9139 0.533 -0.600 -1.766
C 1.9514 -0.5115 -0.7808 -0.473 -0.760 0.559
O 2.5698 -0.9806 0.3555 -2.332 0.919 0.526
C 1.9362 -0.5869 1.5504 1.346 -0.649 -0.431
C 0.8219 0.2762 1.6520 1.247 1.650 -0.596
C 0.7616 0.9527 2.8676 -0.505 -0.692 1.192
C 1.4891 0.4879 3.9828 -0.936 1.000 0.053
C 2.4456 -0.5108 3.8870 -0.536 0.177 -0.304
C 2.7162 -1.0173 2.6359 -0.263 -0.027 0.046
C 0.1960 0.9446 0.4158 -1.494 -0.455 0.368
C 0.8094 0.2600 -0.7891 1.290 0.221 0.021
C 3.6430 -2.2344 -1.8158 -0.369 0.409 0.032
C 4.2270 -2.8327 -2.9484 -0.353 0.514 -0.570
H 4.3554 -2.8537 -5.1399 -0.306 0.346 0.607
H 2.7467 -0.9456 -5.3592 -0.042 0.024 0.286
H 1.7341 0.0963 -3.3111 -0.025 -0.012 -0.406
H 0.0805 1.8228 2.9545 0.397 -0.737 0.086
H 1.2742 0.9468 4.9461 0.209 0.000 -0.159
H 2.9795 -0.8520 4.7578 0.119 0.010 0.115
H 3.5621 -1.7069 2.5078 -0.575 0.356 -0.320
H 0.2405 2.0186 0.4002 1.587 0.512 0.052
H 0.5614 0.7031 -1.7314 -0.366 -0.225 -0.527
H 3.9587 -2.6372 -0.8589 -0.281 0.233 0.041
H 4.9496 -3.6585 -2.8621 -0.454 0.489 0.280
```
Positions in Å, forces in eV/Å.

Results of the Löwdin charge analysis, in e, for atoms 1 through 8: atom 1 (C): -0.0569, atom 2 (C): 0.0082, atom 3 (C): -0.1016, atom 4 (C): -0.0963, atom 5 (C): 0.0032, atom 6 (C): -0.0520, atom 7 (C): -0.3614, atom 8 (O): 0.1035